C49H39F3GaNO4P2S2SbSe4 | ωB97M-V/def2-TZVPD

**E_HOMO**: -6.0 eV
**Orbital gap**: 5.70 eV
**Energy above the lowest of the compared OMol25 structures with the same formula, charge and spin**: 9.9 kcal/mol
**E_LUMO**: -0.25 eV
**F_max**: 0.0685 hartree/bohr
**Net charge**: -1

Element x y z (Å)
Ga  -2.50  -2.41  0.23
O  -1.33  -0.86  -0.10
S  -0.49  0.41  0.27
C  0.56  0.39  -1.18
C  1.00  -0.87  -1.52
C  1.97  -1.13  -2.51
C  2.54  -0.03  -3.09
C  3.67  0.00  -4.07
C  3.90  1.51  -4.35
C  2.87  2.24  -3.40
C  2.65  3.55  -3.13
C  1.52  3.84  -2.31
C  0.65  2.86  -1.81
P  -0.97  3.26  -0.93
C  -1.24  4.87  -1.62
C  -1.22  5.96  -0.75
C  -1.14  7.29  -1.23
C  -1.22  7.47  -2.60
C  -1.44  6.37  -3.42
C  -1.29  5.13  -2.93
C  -2.17  2.28  -1.92
C  -1.97  1.65  -3.16
C  -2.90  0.75  -3.68
C  -4.19  0.64  -3.14
C  -4.50  1.44  -2.07
C  -3.50  2.20  -1.48
C  1.03  1.54  -1.90
C  2.12  1.25  -2.82
C  0.73  0.02  1.49
C  1.65  1.04  1.49
C  2.95  1.01  2.02
C  3.25  -0.18  2.61
C  4.60  -0.60  3.17
C  4.40  -2.11  3.40
C  2.89  -2.39  3.24
C  2.10  -3.47  3.46
C  0.72  -3.37  3.17
C  0.12  -2.25  2.60
P  -1.69  -2.00  2.69
C  -2.21  -3.20  3.94
C  -2.73  -4.36  3.36
C  -2.88  -5.46  4.19
C  -2.81  -5.31  5.57
C  -2.41  -4.14  6.12
C  -2.03  -3.10  5.31
C  -1.77  -0.33  3.40
C  -0.86  0.04  4.37
C  -0.86  1.33  4.88
C  -1.78  2.26  4.40
C  -2.79  1.84  3.56
C  -2.78  0.58  3.02
C  1.00  -1.18  2.23
C  2.34  -1.20  2.65
H  0.59  -1.71  -0.97
H  2.21  -2.11  -2.88
H  3.47  -0.56  -5.00
H  4.60  -0.41  -3.64
H  3.71  1.72  -5.38
H  4.95  1.72  -4.10
H  3.24  4.34  -3.65
H  1.35  4.91  -2.16
H  -1.29  5.76  0.32
H  -1.03  8.04  -0.50
H  -1.03  8.49  -3.02
H  -1.42  6.51  -4.50
H  -1.31  4.32  -3.61
H  -1.01  1.72  -3.54
H  -2.57  0.05  -4.46
H  -4.93  -0.05  -3.56
H  -5.55  1.45  -1.68
H  -3.77  2.66  -0.55
H  1.55  1.90  0.77
H  3.58  1.87  1.96
H  4.69  -0.04  4.09
H  5.47  -0.45  2.57
H  4.91  -2.54  4.27
H  4.91  -2.57  2.49
H  2.50  -4.40  3.94
H  0.11  -4.18  3.46
H  -3.01  -4.46  2.33
H  -3.00  -6.45  3.70
H  -2.93  -6.18  6.25
H  -2.24  -4.03  7.20
H  -1.53  -2.26  5.76
H  -0.11  -0.69  4.62
H  -0.09  1.74  5.56
H  -1.63  3.30  4.55
H  -3.56  2.54  3.21
H  -3.51  0.32  2.22
Se  -7.59  -1.61  -1.02
Sb  -8.17  0.01  0.67
Se  -1.83  -4.18  -0.82
Se  -10.40  -0.41  1.34
Se  -6.46  0.24  2.29
N  -4.28  -1.38  -0.24
H  -3.89  -0.49  -0.64
H  -4.91  -0.97  0.48
H  -4.95  -1.75  -0.90
F  6.09  -5.72  -6.53
C  7.02  -4.91  -6.07
F  8.10  -5.67  -5.63
F  7.49  -4.18  -7.11
S  6.51  -3.73  -4.60
O  6.68  -4.51  -3.35
O  7.53  -2.74  -4.75
O  5.16  -3.32  -4.89

Atomic partial charges in e from the Mulliken method, atoms 1 to 8:
1. Ga 0.40
2. O 0.03
3. S 0.81
4. C 0.96
5. C -0.53
6. C -1.68
7. C -0.04
8. C -0.64



C49H40IrN3O4P2S3 | ωB97M-V/def2-TZVPD

**E_HOMO (alpha / beta)**: -0.5 / -3.3 eV
**Spin multiplicity**: 5
**Orbital gap (alpha / beta)**: 4.38 / 6.38 eV
**Energy above the lowest of the compared OMol25 structures with the same formula, charge and spin**: 25.0 kcal/mol
**E_LUMO (alpha / beta)**: 3.87 / 3.08 eV
**F_max**: 0.0180 hartree/bohr
**Net charge**: -2

Element x y z (Å)
Ir  -0.20  -0.84  -1.45
S  0.64  2.03  1.33
P  -0.61  0.53  1.51
C  -0.33  -0.91  0.53
P  0.54  -2.33  1.07
S  1.60  -3.08  -0.41
C  1.65  -1.99  2.47
C  1.52  -2.50  3.76
C  2.47  -2.18  4.72
C  3.52  -1.33  4.42
C  3.65  -0.81  3.14
C  2.72  -1.15  2.17
C  -0.63  -3.63  1.62
C  -1.99  -3.52  1.33
C  -2.86  -4.56  1.63
C  -2.38  -5.72  2.23
C  -1.02  -5.84  2.51
C  -0.15  -4.81  2.19
C  -2.37  1.01  1.26
C  -3.26  0.23  0.53
C  -4.62  0.52  0.56
C  -5.10  1.57  1.32
C  -4.20  2.38  2.02
C  -2.85  2.10  1.98
C  -0.84  0.10  3.29
C  -1.84  -0.80  3.67
C  -2.10  -1.03  5.01
C  -1.38  -0.36  5.99
C  -0.39  0.54  5.61
C  -0.13  0.77  4.27
H  0.69  -3.14  4.02
H  2.36  -2.57  5.73
H  4.24  -1.06  5.18
H  4.46  -0.14  2.87
H  2.83  -0.76  1.16
H  -2.35  -2.62  0.85
H  -3.91  -4.47  1.39
H  -3.05  -6.53  2.47
H  -0.63  -6.74  2.96
H  0.91  -4.92  2.37
H  -2.88  -0.59  -0.07
H  -5.31  -0.10  -0.01
H  -6.16  1.78  1.35
H  -4.56  3.22  2.59
H  -2.14  2.72  2.52
H  -2.42  -1.31  2.92
H  -2.88  -1.73  5.29
H  -1.59  -0.53  7.04
H  0.18  1.07  6.37
H  0.64  1.47  3.96
O  3.16  -2.73  -4.62
C  2.82  -1.97  -3.73
O  1.51  -1.78  -3.43
C  3.73  -1.24  -2.86
C  3.33  -0.27  -1.92
C  4.21  0.25  -1.01
C  5.55  -0.18  -1.00
C  5.99  -1.10  -1.99
C  5.09  -1.60  -2.89
N  6.43  0.25  -0.03
O  7.64  -0.12  -0.07
O  6.00  1.01  0.90
H  2.30  0.09  -1.90
H  3.88  0.98  -0.28
H  7.02  -1.41  -1.98
H  5.40  -2.33  -3.63
C  -1.03  0.89  -1.61
C  -1.29  2.08  -1.78
C  -1.45  3.45  -1.94
C  -0.46  4.19  -2.70
C  -0.70  5.50  -3.16
C  0.25  6.18  -3.90
C  1.46  5.58  -4.22
C  1.71  4.29  -3.77
C  0.77  3.60  -3.03
C  -2.61  4.13  -1.33
C  -2.45  5.30  -0.58
C  -3.55  5.94  -0.02
C  -4.82  5.42  -0.20
C  -4.99  4.25  -0.93
C  -3.89  3.60  -1.47
H  -1.65  5.98  -2.94
H  0.03  7.19  -4.25
H  2.20  6.12  -4.80
H  2.66  3.81  -4.00
H  0.97  2.60  -2.68
H  -1.45  5.69  -0.43
H  -3.40  6.83  0.57
H  -5.68  5.92  0.23
H  -5.98  3.83  -1.06
H  -4.02  2.67  -2.01
C  1.17  -5.01  -4.38
N  0.49  -3.99  -3.59
C  0.42  -2.65  -4.05
N  0.44  -2.58  -5.47
S  -1.10  -1.80  -3.43
H  1.11  -5.94  -3.83
H  2.22  -4.79  -4.59
H  0.65  -5.14  -5.33
H  0.79  -4.01  -2.62
H  1.39  -2.79  -5.78
H  0.21  -1.63  -5.74

Atomic partial charges in e from the Mulliken method, atoms 1 to 8:
1. Ir 2.70
2. S -0.46
3. P 2.32
4. C -3.06
5. P 1.94
6. S -0.63
7. C 0.28
8. C -0.41



C49H41CaN3O9PS6 | ωB97M-V/def2-TZVPD

**E_HOMO**: -5.1 eV
**Orbital gap**: 6.65 eV
**Energy above the lowest of the compared OMol25 structures with the same formula, charge and spin**: 0.0 kcal/mol
**E_LUMO**: 1.57 eV
**F_max**: 0.0623 hartree/bohr
**Net charge**: -1

Element x y z (Å)
Ca  0.35  -0.93  -0.99
O  4.70  -0.69  -0.74
S  3.35  -0.10  -0.70
O  2.56  -0.31  0.52
O  2.62  -0.58  -1.89
C  3.72  1.62  -0.71
C  5.02  2.00  -0.38
C  5.24  3.35  -0.12
C  4.22  4.28  -0.27
C  2.95  3.90  -0.62
C  2.69  2.56  -0.85
P  1.01  1.98  -1.31
C  0.01  3.31  -0.62
C  -0.52  4.38  -1.32
C  -1.30  5.35  -0.73
C  -1.62  5.27  0.62
C  -1.16  4.19  1.34
C  -0.37  3.21  0.74
C  1.06  2.27  -3.13
C  2.18  2.75  -3.80
C  2.21  2.75  -5.19
C  1.15  2.24  -5.92
C  0.02  1.85  -5.26
C  -0.04  1.87  -3.89
H  5.76  1.23  -0.24
H  6.23  3.59  0.25
H  4.46  5.31  -0.08
H  2.15  4.66  -0.65
H  -0.37  4.51  -2.42
H  -1.73  6.14  -1.33
H  -2.31  6.00  1.02
H  -1.41  4.09  2.41
H  0.07  2.39  1.31
H  3.01  3.20  -3.30
H  3.03  3.13  -5.77
H  1.23  2.14  -7.00
H  -0.88  1.56  -5.80
H  -0.98  1.56  -3.44
O  0.07  -1.01  1.27
S  -1.03  -0.49  2.17
C  -2.03  -1.93  2.65
C  -1.40  -3.17  3.32
C  -0.14  -3.77  2.68
C  -0.31  -4.09  1.21
S  1.16  -4.22  0.08
O  1.57  -2.84  -0.36
C  2.40  -4.83  1.26
C  2.27  -6.08  1.88
C  3.32  -6.62  2.64
C  4.52  -5.96  2.79
C  4.63  -4.73  2.17
C  3.60  -4.16  1.41
C  -0.16  -0.30  3.80
C  1.23  -0.33  3.84
C  1.87  -0.08  5.03
C  1.19  0.17  6.20
C  -0.22  0.21  6.17
C  -0.86  -0.03  4.97
H  -2.57  -2.22  1.74
H  -2.75  -1.56  3.38
H  -2.21  -3.90  3.34
H  -1.17  -2.97  4.39
H  0.03  -4.72  3.20
H  0.71  -3.10  2.85
H  -0.93  -3.36  0.70
H  -0.78  -5.05  1.10
H  1.38  -6.71  1.77
H  3.15  -7.60  3.12
H  5.33  -6.41  3.34
H  5.58  -4.19  2.31
H  3.69  -3.14  0.99
H  1.77  -0.43  2.93
H  2.96  -0.09  5.05
H  1.76  0.39  7.10
H  -0.79  0.45  7.07
H  -1.96  -0.02  4.94
S  -5.08  5.54  -1.94
C  -4.49  4.12  -1.24
S  -3.75  2.95  -2.24
C  -3.30  1.96  -0.84
N  -3.75  2.50  0.25
N  -4.41  3.70  0.07
C  -4.92  4.29  1.29
C  -4.87  3.52  2.47
C  -5.36  4.01  3.66
C  -6.00  5.27  3.66
C  -6.03  6.06  2.53
C  -5.50  5.57  1.30
S  -2.54  0.54  -1.05
H  -4.34  2.57  2.37
H  -5.24  3.44  4.60
H  -6.43  5.61  4.58
H  -6.45  7.05  2.52
H  -5.58  6.18  0.41
O  -2.15  -4.54  -1.72
C  -1.32  -3.75  -2.19
O  -0.96  -2.66  -1.61
C  -0.75  -4.11  -3.56
C  -1.31  -5.21  -4.20
C  -0.85  -5.65  -5.42
C  0.17  -4.92  -5.98
C  0.72  -3.80  -5.40
C  0.26  -3.38  -4.18
N  0.61  -5.25  -7.35
O  1.60  -4.65  -7.79
O  -0.04  -6.06  -7.97
H  -2.09  -5.74  -3.65
H  -1.25  -6.47  -6.00
H  1.51  -3.30  -5.95
H  0.68  -2.52  -3.68

Atomic partial charges in e from the Mulliken method, atoms 1 to 8:
1. Ca 1.41
2. O -0.84
3. S 1.11
4. O -0.09
5. O -0.56
6. C 0.11
7. C -0.77
8. C -0.72



C49H41I2N5OPRu | ωB97M-V/def2-TZVPD

**E_HOMO (alpha / beta)**: -9.9 / -10.2 eV
**Spin multiplicity**: 5
**Orbital gap (alpha / beta)**: 7.27 / 4.98 eV
**Energy above the lowest of the compared OMol25 structures with the same formula, charge and spin**: 63.1 kcal/mol
**E_LUMO (alpha / beta)**: -2.66 / -5.19 eV
**F_max**: 0.0465 hartree/bohr
**Net charge**: +1

Element x y z (Å)
Ru  -0.41  0.51  -0.48
I  -3.13  4.98  -1.93
C  -1.06  4.63  -1.78
C  -0.19  5.70  -1.77
C  1.17  5.52  -1.91
I  2.42  7.22  -1.85
C  1.69  4.23  -2.17
C  3.02  3.96  -2.56
C  3.33  2.71  -3.01
C  2.36  1.70  -2.97
N  1.16  1.89  -2.47
C  0.80  3.13  -2.12
C  -0.61  3.28  -1.81
O  -1.35  2.28  -1.66
H  -0.58  6.70  -1.69
H  3.75  4.74  -2.54
H  4.32  2.49  -3.38
H  2.59  0.72  -3.36
C  -5.51  1.02  4.44
C  -5.77  -0.16  3.54
C  -6.95  -0.88  3.62
C  -7.19  -1.94  2.76
C  -6.27  -2.27  1.79
C  -5.09  -1.55  1.68
C  -4.83  -0.51  2.56
N  -3.66  0.27  2.44
C  -2.63  -0.06  1.59
N  -2.10  -1.28  1.80
C  -1.40  -2.03  0.86
C  -0.93  -1.47  -0.33
C  -0.59  -2.33  -1.36
C  -0.52  -3.70  -1.15
C  -0.79  -4.22  0.11
C  -1.27  -3.41  1.12
C  -1.68  -3.97  2.45
N  -2.13  0.77  0.71
C  -2.71  2.06  0.76
C  -4.02  2.26  0.34
C  -4.70  3.40  0.72
C  -4.07  4.35  1.51
C  -2.72  4.20  1.83
C  -2.02  3.07  1.45
C  -0.57  2.87  1.80
H  -6.24  1.05  5.24
H  -5.58  1.95  3.88
H  -4.51  0.96  4.88
H  -7.69  -0.61  4.35
H  -8.12  -2.49  2.84
H  -6.47  -3.07  1.09
H  -4.40  -1.78  0.88
H  -3.84  1.27  2.50
H  -2.52  -1.82  2.55
H  -0.40  -1.94  -2.34
H  -0.24  -4.36  -1.96
H  -0.69  -5.28  0.29
H  -1.36  -5.00  2.55
H  -2.77  -3.97  2.56
H  -1.26  -3.41  3.28
H  -4.51  1.50  -0.26
H  -5.73  3.55  0.42
H  -4.62  5.21  1.85
H  -2.22  4.97  2.40
H  -0.05  3.83  1.79
H  -0.06  2.19  1.07
H  -0.47  2.43  2.79
N  1.46  0.02  -0.51
P  2.71  -0.85  -0.88
C  4.22  0.07  -1.39
C  4.95  -0.26  -2.52
C  6.13  0.41  -2.79
C  6.59  1.39  -1.93
C  5.86  1.72  -0.80
C  4.68  1.06  -0.53
C  3.38  -1.83  0.50
C  4.69  -2.29  0.46
C  5.16  -3.13  1.46
C  4.31  -3.50  2.49
C  3.01  -3.03  2.54
C  2.53  -2.19  1.54
C  2.48  -2.07  -2.22
C  1.72  -1.69  -3.33
C  1.63  -2.53  -4.42
C  2.26  -3.77  -4.40
C  2.97  -4.16  -3.28
C  3.09  -3.32  -2.20
H  4.60  -1.02  -3.20
H  6.70  0.16  -3.68
H  7.52  1.91  -2.15
H  6.22  2.49  -0.13
H  4.09  1.31  0.35
H  5.35  -2.00  -0.36
H  6.18  -3.49  1.42
H  4.68  -4.16  3.26
H  2.36  -3.32  3.35
H  1.52  -1.81  1.54
H  1.19  -0.75  -3.31
H  1.07  -2.22  -5.29
H  2.18  -4.42  -5.26
H  3.44  -5.14  -3.25
H  3.66  -3.62  -1.33

Atomic partial charges in e from the Mulliken method, atoms 1 to 8:
1. Ru -0.24
2. I 0.19
3. C -0.25
4. C -0.33
5. C -0.61
6. I 0.16
7. C 1.70
8. C -0.99



Q: Which of these has the highest F_max?
A: C49H39F3GaNO4P2S2SbSe4



Q: What is the formula in the second record?
A: C49H40IrN3O4P2S3



Q: energy above the lowest of the compared OMol25 structures with the same formula, charge and spin of number 1 (C49H39F3GaNO4P2S2SbSe4)?
A: 9.9 kcal/mol